DFT (ωB97M-V with the def2-TZVPD basis set) results for C8H9O2S2 as an isolated structure at a distorted geometry.

```
21
Properties=species:S:1:pos:R:3:forces:R:3:mulliken_charge:R:1
C -1.8280 1.1935 -1.0877 -3.0 1.6 -0.4 -1.0049
C -3.0976 1.3532 -0.4775 2.0 -1.2 -0.2 -0.0238
C -1.0778 0.0548 -0.7373 -0.4 1.2 0.4 0.6732
C -1.3494 -0.8401 0.2334 -2.8 1.7 0.1 -0.3955
C 1.4169 0.3901 -0.4808 0.4 -2.5 -1.9 -1.0910
C 0.2090 -0.1618 -1.3829 2.6 0.3 -0.4 0.2470
C 1.5864 -0.6392 0.6295 -0.5 0.5 0.8 0.0222
C 1.5857 -0.0014 2.0061 0.2 -0.1 -0.5 -1.2542
O 0.0124 -3.2142 0.5634 0.4 0.1 0.6 -0.5790
O 0.4023 -1.5826 -1.3492 -0.4 -0.8 1.4 -0.4161
S -3.4849 0.2169 0.6740 2.6 -2.6 0.9 0.1038
S 0.0970 -1.8385 0.2496 -0.1 1.0 -1.8 0.8506
H -1.5461 1.8416 -1.9300 0.0 -0.4 0.6 0.3358
H -4.0075 1.9841 -0.5461 1.1 0.3 -0.8 0.3785
H 2.3986 0.4042 -1.0127 -1.0 -0.2 -0.2 0.3555
H 1.2572 1.3756 -0.2156 -0.7 1.9 1.2 0.4799
H 0.2578 0.1817 -2.4019 0.1 0.0 -0.3 0.6445
H 2.3985 -1.2729 0.3955 0.8 -1.0 -0.1 0.6013
H 1.6585 -0.6941 2.8470 -0.5 0.0 -0.2 0.3493
H 0.6652 0.5605 1.8743 -0.2 0.4 1.4 0.3812
H 2.4456 0.6885 2.1488 -0.6 -0.3 -0.5 0.3418
```
Positions in Å, forces in eV/Å.

For the HOMO energy, the calculation gives -13.1 eV. For the energy relative to the best compared isomer or geometry (same formula, charge and spin), the calculation gives 63.4 kcal/mol. The charge is +1. The calculation puts the orbital gap at 6.7 eV. The calculation puts the LUMO energy at -6.339 eV.